{"formula": "C20H15F12N2O2Pd", "method": "ωB97M-V/def2-TZVPD", "species": ["Pd", "C", "C", "C", "C", "C", "N", "C", "C", "C", "C", "C", "C", "C", "C", "O", "C", "F", "F", "F", "C", "F", "F", "F", "C", "C", "C", "O", "C", "F", "F", "F", "C", "F", "F", "F", "H", "H", "H", "H", "H", "H", "H", "H", "H", "H", "H", "H", "N", "H", "H", "H"], "positions_angstrom": [[0.1066, -1.0533, -1.8530], [-4.3451, -0.4857, 3.6464], [-3.1757, -0.5407, 2.6934], [-1.8864, -0.2181, 3.0881], [-0.8411, -0.2456, 2.1848], [-1.0171, -0.5652, 0.8283], [0.0836, -0.4642, -0.0125], [1.0227, 0.5765, 0.1352], [0.6251, 1.8041, 0.6985], [1.5110, 2.8284, 0.9609], [2.8618, 2.6933, 0.6579], [3.8586, 3.7858, 0.9556], [3.2426, 1.5259, 0.0208], [2.3605, 0.4867, -0.2938], [2.8663, -0.6967, -1.1390], [1.9345, -1.6461, -1.4107], [3.4406, -0.1638, -2.5032], [4.4692, 0.7035, -2.4055], [2.4802, 0.4620, -3.1935], [3.8743, -1.1854, -3.2575], [3.9931, -1.4517, -0.3596], [4.2639, -2.6426, -0.8932], [5.1654, -0.7834, -0.3084], [3.6139, -1.6636, 0.9079], [-2.3016, -1.0295, 0.4477], [-3.3385, -0.9596, 1.3782], [-2.5236, -1.5509, -0.9763], [-1.8743, -0.7981, -1.9221], [-4.0151, -1.4752, -1.4378], [-4.1320, -1.9800, -2.6745], [-4.4115, -0.1947, -1.4822], [-4.9191, -2.1259, -0.6853], [-2.1122, -3.0852, -1.0304], [-1.1292, -3.3774, -0.1763], [-3.1427, -3.9022, -0.7172], [-1.7116, -3.4394, -2.2608], [-4.0856, 0.0692, 4.5495], [-4.6714, -1.4825, 3.9565], [-5.2058, 0.0068, 3.1888], [-1.6854, 0.0559, 4.1201], [0.1568, 0.0012, 2.5215], [-0.4190, 1.9281, 0.9549], [1.1437, 3.7464, 1.4113], [3.6580, 4.2544, 1.9208], [3.8315, 4.5746, 0.1989], [4.8756, 3.3924, 0.9799], [4.2808, 1.4253, -0.2628], [-4.3331, -1.2679, 1.0862], [-0.4680, 1.3300, -3.0310], [-1.4236, 1.1137, -2.7683], [-0.4326, 1.6346, -3.9950], [-0.1188, 2.0757, -2.4421]], "atomic_forces_ev_per_a": [[-0.37, -0.40, 0.48], [0.04, -0.01, -0.05], [-0.02, -0.02, -0.07], [0.14, 0.01, 0.01], [-0.07, 0.01, 0.20], [0.27, 0.07, -0.12], [0.10, 0.43, 0.47], [-0.45, -0.23, 0.13], [-0.03, 0.07, 0.08], [-0.07, -0.01, 0.01], [0.01, 0.03, 0.04], [-0.04, -0.04, -0.02], [0.03, -0.09, -0.12], [0.21, 0.17, -0.11], [0.03, -0.20, 0.11], [0.56, 0.18, -0.56], [-0.05, -0.25, 0.34], [0.08, 0.04, -0.07], [-0.08, 0.03, -0.06], [0.05, 0.00, -0.07], [-0.28, 0.12, -0.03], [0.05, -0.12, -0.12], [0.15, 0.13, 0.04], [-0.04, -0.03, 0.08], [-0.04, 0.20, 0.05], [-0.07, -0.25, 0.07], [-0.14, 0.10, -0.18], [-0.17, -0.38, -0.14], [0.36, 0.21, 0.01], [-0.07, -0.01, -0.12], [-0.07, 0.06, -0.03], [-0.24, -0.11, 0.03], [-0.22, 0.34, -0.08], [0.11, -0.05, -0.05], [0.07, -0.07, 0.08], [0.06, -0.05, 0.02], [0.01, 0.00, -0.01], [0.03, 0.00, -0.03], [0.01, 0.00, 0.00], [-0.01, 0.00, -0.03], [-0.01, 0.02, 0.00], [0.03, 0.01, 0.01], [0.00, -0.03, -0.01], [-0.01, -0.01, 0.00], [-0.02, -0.01, -0.01], [-0.01, -0.01, -0.01], [-0.01, -0.02, 0.01], [0.10, 0.05, 0.02], [0.11, 0.12, -0.25], [0.02, -0.05, 0.01], [-0.07, 0.08, 0.02], [0.02, -0.03, 0.03]], "total_charge": -1, "energy_ev": -64151.8513, "orbital_gap_ev": 7.01}

{"formula": "C20H15F3GeNO4Os", "method": "ωB97M-V/def2-TZVPD", "species": ["Os", "O", "C", "C", "C", "C", "C", "C", "C", "O", "N", "O", "O", "H", "H", "H", "H", "F", "C", "F", "F", "Ge", "C", "C", "C", "C", "C", "C", "C", "C", "C", "C", "C", "C", "H", "H", "H", "H", "H", "H", "H", "H", "H", "H", "H"], "positions_angstrom": [[-1.4331, -0.7639, -0.3518], [-3.4428, -1.0474, 0.0069], [-4.1354, -0.4895, 0.8794], [-3.6751, 0.5385, 1.7636], [-4.5605, 1.0394, 2.7124], [-4.1409, 2.0453, 3.5558], [-2.8748, 2.5966, 3.4848], [-1.9817, 2.1161, 2.5365], [-2.3672, 1.0884, 1.6864], [-1.4394, 0.6668, 0.8077], [-5.1017, 2.5608, 4.5824], [-6.1809, 2.0279, 4.5986], [-4.6815, 3.4300, 5.2987], [-5.1780, -0.8074, 0.9615], [-5.5731, 0.6651, 2.8141], [-2.6006, 3.3908, 4.1672], [-0.9815, 2.5177, 2.4478], [-1.8156, -3.1990, 0.7825], [-1.0262, -2.1619, 1.0635], [0.2408, -2.6018, 1.0883], [-1.3197, -1.6954, 2.2733], [0.8011, -1.1198, -1.5639], [2.4535, -1.4731, -0.4980], [2.8707, -2.8467, -0.3178], [4.0340, -3.1503, 0.3442], [4.7862, -2.1067, 0.8675], [4.3724, -0.7381, 0.7086], [3.2059, -0.4371, 0.0371], [1.4201, 0.1879, -2.9559], [0.8585, 1.4433, -3.1431], [1.2415, 2.1984, -4.2338], [2.2334, 1.7010, -5.1493], [2.8201, 0.4554, -4.9598], [2.4369, -0.2866, -3.8706], [0.6399, -2.4049, -2.4045], [2.2551, -3.6442, -0.7157], [4.3509, -4.1767, 0.4689], [5.6989, -2.3134, 1.4146], [4.9937, 0.0487, 1.1185], [2.9077, 0.5967, -0.0808], [0.1080, 1.8271, -2.4650], [0.7959, 3.1673, -4.4232], [2.5246, 2.3216, -5.9888], [3.5672, 0.0881, -5.6501], [2.8925, -1.2550, -3.6989]], "atomic_forces_ev_per_a": [[-0.45, 0.67, 0.38], [0.34, -0.02, -0.18], [-0.27, 0.17, 0.28], [0.35, -0.13, -0.33], [-0.17, 0.10, 0.18], [-0.09, 0.16, 0.11], [-0.10, -0.04, 0.00], [0.17, -0.18, -0.22], [-0.67, 0.31, 0.73], [0.67, -0.58, -1.09], [0.43, -0.28, -0.19], [-0.24, 0.04, 0.04], [-0.09, 0.17, 0.10], [0.02, -0.05, -0.06], [0.02, -0.04, -0.04], [-0.01, 0.00, 0.01], [-0.02, 0.04, 0.05], [0.07, -0.08, -0.10], [0.18, -0.28, 0.33], [-0.01, 0.02, 0.01], [-0.07, -0.05, -0.05], [0.15, 0.12, -0.05], [-0.50, 0.19, -0.22], [0.15, -0.07, 0.10], [0.03, -0.09, 0.01], [0.19, -0.21, 0.10], [-0.04, 0.17, 0.00], [0.06, 0.00, 0.00], [-0.33, -0.20, 0.38], [0.04, -0.01, 0.03], [-0.11, 0.08, 0.12], [0.16, -0.01, -0.20], [0.07, -0.04, -0.06], [0.09, 0.10, -0.19], [-0.03, -0.02, 0.05], [-0.02, 0.00, 0.00], [0.02, 0.01, 0.02], [-0.01, 0.01, 0.00], [0.03, -0.02, 0.01], [0.00, 0.00, 0.00], [-0.01, 0.01, -0.01], [0.00, 0.00, -0.02], [0.00, 0.00, 0.01], [0.00, 0.01, -0.01], [0.00, -0.01, 0.00]], "total_charge": 3, "e_above_lowest_kj_mol": 0.0, "multiplicity": 5, "energy_ev": -97760.9277, "orbital_gap_ev": [7.03, 4.96]}

{"formula": "C20H15NO7", "method": "ωB97M-V/def2-TZVPD", "species": ["C", "C", "C", "C", "C", "C", "O", "C", "C", "O", "C", "O", "C", "C", "C", "C", "C", "N", "O", "O", "C", "C", "C", "O", "C", "O", "C", "C", "H", "H", "H", "H", "H", "H", "H", "H", "H", "H", "H", "H", "H", "H", "H"], "positions_angstrom": [[-2.2157, -7.0256, -2.3100], [-1.4419, -5.7800, -2.0161], [-0.9904, -5.5079, -0.7285], [-0.3066, -4.3431, -0.4407], [-0.0438, -3.4163, -1.4496], [0.6833, -2.1483, -1.2428], [1.1775, -1.5261, -2.1511], [0.8097, -1.6365, 0.2010], [2.1928, -1.9964, 0.7446], [0.6445, -0.2160, 0.1257], [0.3427, 0.4240, 1.2386], [0.2829, -0.0596, 2.3404], [0.0889, 1.8749, 0.9638], [0.6005, 2.8312, 1.7670], [0.3642, 4.2152, 1.4820], [0.8723, 5.2587, 2.2548], [0.6086, 6.5651, 1.8907], [1.1342, 7.6448, 2.6956], [1.7965, 7.3465, 3.6642], [0.8780, 8.7758, 2.3488], [-0.1541, 6.8661, 0.7590], [-0.6614, 5.8470, -0.0115], [-0.4115, 4.5175, 0.3449], [-0.9431, 3.5556, -0.4228], [-0.7766, 2.2103, -0.1745], [-1.3659, 1.4351, -0.8701], [-0.4802, -3.6981, -2.7468], [-1.1744, -4.8565, -3.0223], [-1.9786, -7.8111, -1.5968], [-3.2843, -6.8186, -2.2419], [-2.0086, -7.3826, -3.3161], [-1.1804, -6.2210, 0.0608], [0.0379, -4.1759, 0.5681], [0.0228, -2.0303, 0.8529], [2.3261, -3.0749, 0.7357], [2.2967, -1.6318, 1.7640], [2.9549, -1.5400, 0.1167], [1.2052, 2.5627, 2.6215], [1.4668, 5.0541, 3.1328], [-0.3332, 7.9010, 0.5105], [-1.2554, 6.0447, -0.8887], [-0.2676, -2.9803, -3.5245], [-1.5135, -5.0534, -4.0289]], "atomic_forces_ev_per_a": [[-0.08, 0.01, 0.01], [0.12, 0.09, 0.08], [-0.06, -0.10, -0.07], [0.09, 0.27, -0.14], [-0.23, -0.47, -0.38], [0.02, 0.31, 0.42], [-0.02, 0.00, 0.06], [0.22, -0.19, 0.15], [-0.27, 0.22, -0.01], [0.20, -0.08, -0.35], [-0.14, 0.27, 0.28], [0.07, -0.05, 0.03], [0.21, 0.18, 0.29], [-0.24, -0.56, -0.36], [-0.31, 0.34, -0.47], [-0.06, 0.20, -0.08], [-0.38, -0.84, -0.59], [0.10, 0.16, 0.15], [0.22, -0.01, 0.33], [-0.04, 0.38, -0.05], [0.16, 0.02, 0.24], [0.01, -0.40, 0.02], [0.43, 0.59, 0.68], [-0.17, 0.08, -0.31], [-0.14, -0.45, -0.13], [0.13, 0.31, 0.22], [0.09, 0.11, 0.14], [0.01, -0.02, 0.08], [-0.01, -0.08, 0.01], [-0.07, -0.06, -0.01], [-0.01, -0.07, -0.05], [-0.01, -0.08, 0.07], [0.01, 0.04, 0.13], [0.12, 0.06, -0.18], [0.05, -0.12, 0.01], [0.00, -0.04, 0.04], [0.04, -0.01, -0.08], [0.02, -0.10, 0.09], [0.03, 0.00, 0.03], [-0.02, 0.00, -0.02], [-0.06, 0.04, -0.09], [0.03, 0.05, -0.06], [-0.03, -0.02, -0.11]], "total_charge": 0, "smiles": "Cc1ccc(C(=O)[C@@H](C)OC(=O)c2cc3cc([N+](=O)[O-])ccc3oc2=O)cc1", "energy_ev": -36803.7506, "orbital_gap_ev": 8.60}

{"formula": "C20H16BrClINO9", "method": "ωB97M-V/def2-TZVPD", "species": ["C", "C", "N", "C", "O", "C", "C", "Cl", "C", "C", "C", "C", "O", "Br", "C", "I", "C", "C", "O", "H", "H", "H", "H", "C", "C", "C", "O", "C", "O", "O", "H", "H", "H", "H", "H", "H", "C", "C", "C", "O", "C", "O", "O", "H", "H", "H", "H", "H", "H"], "positions_angstrom": [[5.9995, 0.5806, 5.2474], [6.0674, 1.8005, 5.3475], [6.1737, 3.2545, 5.3701], [4.9922, 3.8822, 6.0393], [4.9705, 4.6660, 6.9491], [3.8108, 3.2766, 5.1785], [2.3875, 2.9686, 5.4928], [1.7318, 3.3141, 7.1270], [1.5725, 2.3384, 4.3710], [2.1817, 2.0454, 3.0055], [1.3346, 1.3497, 1.8684], [0.2640, 0.3089, 2.4297], [-0.8441, 0.2679, 1.9348], [0.6189, -0.9548, 3.9026], [3.6326, 2.4135, 2.6838], [4.5800, 2.0664, 0.7842], [4.4112, 3.0244, 3.7973], [5.9116, 3.5193, 3.9146], [6.6698, 4.0205, 3.1303], [6.0046, -0.4493, 4.7953], [0.4874, 2.0732, 4.5402], [2.0470, 0.7412, 1.2220], [0.8146, 2.1102, 1.2187], [-2.5644, -1.7885, 0.0770], [-1.6978, -2.1495, -1.1070], [-2.1640, -3.3625, -1.8552], [-0.9561, -3.8211, -2.4608], [0.0612, -3.4224, -1.6443], [1.1904, -3.7944, -1.7415], [-0.3856, -2.5441, -0.6998], [-2.2010, -0.8701, 0.5429], [-3.6019, -1.6337, -0.2272], [-2.5308, -2.5644, 0.8461], [-1.5959, -1.2847, -1.7721], [-2.9134, -3.1232, -2.6100], [-2.5483, -4.1556, -1.2065], [-4.0974, -0.1173, -7.2596], [-3.7366, -0.7955, -5.9575], [-4.1104, -2.2480, -5.9041], [-4.2419, -2.4689, -4.5013], [-4.6058, -1.2723, -3.9549], [-4.9851, -1.1320, -2.8329], [-4.4806, -0.2619, -4.8617], [-3.7522, 0.9190, -7.2534], [-3.6389, -0.6278, -8.1090], [-5.1800, -0.0861, -7.4044], [-2.6727, -0.6492, -5.7421], [-3.3409, -2.8924, -6.3302], [-5.0696, -2.4714, -6.3808]], "atomic_forces_ev_per_a": [[0.38, 1.14, -1.20], [0.36, -0.24, 0.63], [0.73, -1.48, -0.04], [-2.03, -0.90, -0.05], [0.48, -1.48, -1.65], [-1.41, -0.34, -1.88], [1.50, -0.46, -3.02], [0.60, -0.48, -1.96], [2.61, 0.63, -0.58], [1.35, 0.95, 1.47], [0.80, -0.63, 1.37], [-2.12, 1.01, -1.80], [2.46, 0.08, 1.18], [0.37, 0.62, -0.61], [-1.21, 0.90, 3.54], [-0.68, 0.21, 1.27], [-2.56, -0.11, 0.24], [-1.08, -0.17, -0.88], [-1.32, -1.00, 1.38], [-0.10, 1.65, 1.25], [1.51, 0.36, -0.12], [-0.88, 0.74, 0.75], [0.32, -0.97, 0.78], [0.24, 0.29, 0.35], [-0.91, 0.34, 0.65], [-0.53, -0.03, -0.43], [0.52, 0.11, 0.30], [0.54, -0.19, 0.02], [-0.47, 0.17, 0.02], [0.35, -0.41, -0.57], [-0.14, -0.13, -0.11], [0.10, -0.04, -0.13], [-0.01, -0.08, -0.17], [-0.01, -0.10, -0.08], [0.20, -0.15, -0.02], [0.02, 0.16, 0.12], [-0.13, 0.48, 0.11], [0.04, 0.33, -1.04], [0.29, -0.50, -0.30], [-0.19, 0.47, 0.26], [-0.29, 0.24, 0.48], [0.26, -0.13, -0.42], [-0.01, -0.56, 0.56], [0.04, -0.11, -0.04], [0.02, -0.02, 0.11], [0.06, -0.18, 0.05], [-0.03, -0.13, 0.03], [-0.05, -0.05, 0.23], [0.04, 0.17, -0.05]], "total_charge": 0, "smiles": "C#CN1C(=O)c2c(Cl)cc(CC(=O)Br)c(I)c2C1=O.C[C@@H]1COC(=O)O1.C[C@@H]1COC(=O)O1", "energy_ev": -131576.9176, "orbital_gap_ev": 8.48}

> What is the formula in the first record?

C20H15F12N2O2Pd